[1]
Below is the ion C4H10N2OP with charge -1 in a non-equilibrium geometry, with properties calculated with ωB97M-V/def2-TZVPD.

Output
SMILES string: CP([O-])N1CCCN1
Net charge: -1
Relative energy (zero: lowest compared OMol25 entry of this formula, charge and spin), eV: 0.0000

Last column: natural (NBO) charge in e.
Element x y z (Å)
P1 -1.759 -0.314 -0.555  1.1775
O1 -2.512 -1.338 0.211  -1.2150
N1 0.601 0.687 0.414  -0.5050
N2 -0.443 -0.300 0.596  -0.5862
C1 1.650 0.101 -0.441  -0.2483
C2 -2.450 1.364 0.037  -1.0220
C3 1.287 -1.381 -0.571  -0.4477
C4 0.274 -1.544 0.567  -0.2440
H1 -2.336 1.417 1.119  0.2143
H2 0.151 1.472 -0.048  0.3472
H3 -3.512 1.345 -0.212  0.2099
H4 0.798 -1.685 1.523  0.1624
H5 -0.439 -2.351 0.412  0.2416
H6 2.153 -2.039 -0.479  0.1880
H7 2.606 0.224 0.087  0.1630
H8 -2.000 2.238 -0.438  0.1809
H9 0.783 -1.572 -1.521  0.2087
H10 1.732 0.593 -1.417  0.1747



[2]
Below is a cluster of 2 separate species, C3H11N4 in total in a non-equilibrium geometry, with properties calculated with ωB97M-V/def2-TZVPD.

Output
Net charge: +1
Relative energy (zero: lowest compared OMol25 entry of this formula, charge and spin), eV: 1.3313

Last column: natural (NBO) charge in e.
Element x y z (Å)
N1 -1.226 -0.338 0.692  -1.0234
N2 -2.378 -1.874 -0.641  -0.7185
N3 1.323 0.763 1.706  -0.7197
N4 1.199 0.563 -0.577  -0.5358
C1 -2.290 -1.019 0.373  0.4461
C2 1.557 1.161 -1.859  -0.4171
C3 1.859 0.869 0.513  0.3985
H1 -0.803 -0.745 1.508  0.3750
H2 2.890 1.199 0.468  0.2166
H3 -3.250 -0.877 0.886  0.1632
H4 1.100 0.583 -2.653  0.2283
H5 -1.588 -2.113 -1.215  0.4116
H6 1.899 1.069 2.477  0.4292
H7 1.178 2.180 -1.973  0.2204
H8 -3.180 -2.489 -0.642  0.4171
H9 0.356 0.486 1.806  0.4363
H10 2.640 1.170 -1.943  0.2204
H11 0.261 0.185 -0.386  0.4517



[3]
Below is a structure of composition C25H41Cl3N3O3SiTi in a non-equilibrium geometry, with properties calculated with ωB97M-V/def2-TZVPD.

Output
E_tot, eV: -105770.239
Multiplicity: 3
Net charge: -1

Last column: Mulliken charge in e.
Element x y z (Å)
Ti1 -0.024 0.441 -0.537  -0.4764
Cl1 -1.054 1.511 -4.675  -0.3107
Cl2 0.818 1.877 -2.038  -0.2827
Cl3 -2.276 0.888 -0.534  -0.6207
Si1 -0.577 3.548 -4.373  0.6754
O1 1.925 -0.210 -0.367  -0.0403
O2 0.311 1.978 0.862  -0.5849
O3 -0.393 -1.190 -1.309  0.8455
N1 2.791 -1.799 -1.792  0.4317
N2 -0.004 4.167 1.418  0.3934
N3 -0.103 -0.543 1.635  1.0232
C1 -0.913 -0.048 2.586  -0.3528
C2 -1.745 4.175 -3.050  -0.6885
C3 0.321 -4.796 1.043  -1.0868
C4 -1.454 -2.000 -3.890  -0.8004
C5 0.790 -2.040 3.295  -1.0597
C6 -0.778 -5.091 1.856  -0.5210
C7 -0.029 -1.508 4.280  -0.6432
C8 -0.311 3.079 0.730  0.4991
C9 0.197 -3.850 0.016  0.6067
C10 -0.465 -4.138 -2.995  0.2569
C11 0.724 -1.535 1.997  0.1015
C12 -1.224 -2.339 -1.422  0.0872
C13 -0.885 -0.470 3.921  -0.9899
C14 1.187 4.222 2.256  -0.9747
C15 2.254 -1.234 -3.032  -0.7852
C16 -1.040 -3.274 -0.245  0.0222
C17 -2.003 -4.462 1.622  -0.7036
C18 -0.947 4.622 -5.896  -1.1344
C19 3.473 -3.081 -1.901  -0.9535
C20 -2.131 -3.547 0.578  -0.4553
C21 1.276 3.930 -4.278  -0.9789
C22 -0.117 -4.704 -4.327  -1.6464
C23 -1.008 -2.923 -2.796  -0.0144
C24 -0.795 5.393 1.323  -0.9558
C25 2.652 -1.218 -0.594  -0.2827
H1 1.647 4.098 -5.299  0.3321
H2 -1.940 4.431 -6.318  0.3043
H3 -1.151 3.158 0.025  -0.2031
H4 -3.068 -3.031 0.358  0.3691
H5 1.484 -2.860 3.487  0.3955
H6 1.297 -1.716 -3.288  0.1812
H7 0.881 -5.157 -4.266  0.3353
H8 -0.193 4.469 -6.679  0.2920
H9 -1.465 5.198 -2.756  0.2854
H10 -1.517 0.036 4.642  0.3685
H11 -1.781 3.543 -2.159  0.0226
H12 -0.905 5.677 -5.591  0.2812
H13 -1.624 0.702 2.255  0.4890
H14 0.900 4.564 3.256  0.3651
H15 -2.263 -1.991 -1.402  0.3798
H16 -1.177 -2.384 -4.880  0.3420
H17 -0.298 -4.800 -2.148  0.5478
H18 1.063 -3.555 -0.591  0.2571
H19 1.912 3.168 -3.819  0.3027
H20 3.225 -1.677 0.230  0.3500
H21 1.288 -5.272 1.219  0.3328
H22 -0.109 -3.952 -5.122  0.3636
H23 -1.021 -0.993 -3.769  -0.3432
H24 2.755 -3.902 -2.053  0.2277
H25 4.159 -3.064 -2.757  0.3479
H26 1.903 4.939 1.835  0.3171
H27 -0.810 -5.501 -4.626  0.3166
H28 2.104 -0.155 -2.931  0.0553
H29 -2.866 -4.666 2.262  0.3500
H30 1.637 3.229 2.303  0.1894
H31 -1.691 5.202 0.721  0.2840
H32 -2.552 -1.876 -3.883  0.3068
H33 4.031 -3.266 -0.977  0.2985
H34 0.010 -1.886 5.304  0.3247
H35 2.969 -1.455 -3.835  0.4753
H36 -0.219 6.203 0.856  0.3183
H37 1.400 4.870 -3.721  0.2818
H38 -0.665 -5.794 2.691  0.3523
H39 -2.762 4.222 -3.476  0.3037
H40 -1.100 5.726 2.323  0.3414
H41 1.394 -1.937 1.237  -0.0415



[4]
Below is an isolated molecule of C2H4BrClO2S in a non-equilibrium geometry, with properties calculated with ωB97M-V/def2-TZVPD.

Output
SMILES string: CS(=O)(=O)[C@H](Cl)Br
Net charge: 0
Relative energy (zero: lowest compared OMol25 entry of this formula, charge and spin), eV: 0.0002

Last column: natural (NBO) charge in e.
Element x y z (Å)
Br1 0.636 -1.530 2.417  0.0954
Cl1 3.229 -0.079 1.975  0.0517
S1 1.521 -0.043 -0.276  2.1104
O1 2.057 1.253 -0.631  -0.9163
O2 2.337 -1.178 -0.600  -0.9380
C1 -0.131 -0.378 -0.918  -0.8198
C2 1.510 -0.045 1.627  -0.5680
H1 -0.667 0.351 -0.455  0.2262
H2 -0.194 -0.426 -1.964  0.2653
H3 -0.409 -1.280 -0.481  0.2481
H4 1.128 0.883 2.040  0.2451



[5]
Below is a cluster of 2 separate species, C6H15NO in total in a non-equilibrium geometry, with properties calculated with ωB97M-V/def2-TZVPD.

Output
SMILES string: CCN1CCCC1.O
Net charge: 0
Relative energy (zero: lowest compared OMol25 entry of this formula, charge and spin), eV: 1.4800

Last column: natural (NBO) charge in e.
Element x y z (Å)
O1 2.542 0.033 -1.999  -0.9347
N1 -0.508 0.191 0.931  -0.4460
C1 -1.336 -0.502 -1.196  -0.4133
C2 -1.200 0.679 -0.264  -0.2343
C3 -1.611 -1.678 -0.216  -0.4221
C4 0.931 0.536 0.899  -0.2245
C5 1.141 1.943 1.424  -0.6098
C6 -0.766 -1.272 1.001  -0.2282
H1 -0.639 1.483 -0.740  0.1994
H2 -2.666 -1.847 -0.040  0.2074
H3 1.420 -0.148 1.603  0.1845
H4 -2.084 -0.445 -1.988  0.2136
H5 -1.309 -1.448 1.932  0.1966
H6 2.176 2.263 1.292  0.2086
H7 -1.132 -2.549 -0.650  0.2047
H8 1.333 0.330 -0.097  0.1868
H9 0.486 2.629 0.885  0.2003
H10 0.162 -1.833 1.081  0.1829
H11 -2.156 1.143 -0.004  0.1894
H12 2.195 0.016 -2.899  0.4725
H13 2.366 -0.843 -1.639  0.4692
H14 -0.405 -0.753 -1.679  0.1859
H15 0.829 2.040 2.460  0.2114